[1]
{"formula": "C36H45BiIN4O2SSb2", "method": "ωB97M-V/def2-TZVPD", "elements": ["Bi", "C", "Sb", "C", "C", "C", "C", "C", "C", "C", "C", "C", "Sb", "C", "C", "H", "H", "H", "H", "H", "H", "H", "H", "H", "H", "H", "H", "H", "H", "H", "H", "H", "H", "H", "H", "C", "C", "C", "C", "C", "C", "C", "S", "O", "O", "N", "C", "C", "C", "C", "C", "N", "H", "H", "H", "H", "H", "H", "H", "H", "H", "H", "H", "N", "C", "C", "N", "H", "H", "H", "H", "H", "H", "H", "H", "I", "C", "C", "C", "C", "C", "C", "C", "C", "C", "C", "H", "H", "H", "H", "H", "H"], "positions_angstrom": [[0.679, 0.423, -0.140], [-0.331, -0.193, -4.662], [-1.231, -0.142, -2.699], [-2.387, -1.932, -2.922], [-2.803, 1.307, -3.277], [-4.184, 0.758, -3.115], [-4.746, 0.015, -4.156], [-5.973, -0.612, -4.024], [-6.669, -0.493, -2.828], [-6.140, 0.274, -1.803], [-4.909, 0.924, -1.927], [-4.409, 1.771, -0.802], [-2.928, 0.793, 0.461], [-4.344, -0.447, 1.491], [-3.006, 2.418, 1.876], [-1.108, -0.319, -5.416], [0.372, -1.024, -4.728], [0.208, 0.738, -4.842], [-2.886, -1.916, -3.888], [-3.140, -1.973, -2.135], [-1.733, -2.802, -2.861], [-2.580, 1.520, -4.322], [-2.654, 2.213, -2.691], [-4.195, -0.079, -5.087], [-6.383, -1.189, -4.843], [-7.631, -0.974, -2.704], [-6.707, 0.406, -0.887], [-5.230, 2.057, -0.144], [-3.928, 2.685, -1.158], [-5.186, 0.159, 1.822], [-3.844, -0.885, 2.355], [-4.697, -1.244, 0.837], [-4.030, 2.536, 2.231], [-2.688, 3.354, 1.414], [-2.355, 2.199, 2.721], [3.620, -5.683, 4.488], [2.717, -4.487, 4.335], [3.180, -3.198, 4.591], [2.355, -2.098, 4.415], [1.051, -2.285, 3.980], [0.560, -3.564, 3.745], [1.395, -4.655, 3.926], [0.033, -0.886, 3.568], [-1.094, -1.448, 2.850], [-0.227, -0.098, 4.739], [0.889, -0.094, 2.466], [1.769, 0.912, 2.645], [2.293, 1.407, 3.862], [3.262, 2.377, 3.822], [3.714, 2.880, 2.594], [3.132, 2.404, 1.450], [2.177, 1.456, 1.467], [4.615, -5.395, 4.818], [3.709, -6.213, 3.538], [3.207, -6.384, 5.215], [4.196, -3.052, 4.936], [2.726, -1.097, 4.603], [-0.466, -3.682, 3.422], [1.019, -5.657, 3.749], [1.896, 1.022, 4.790], [3.685, 2.759, 4.743], [4.487, 3.634, 2.543], [3.406, 2.781, 0.472], [2.614, -1.234, -0.132], [2.283, -2.505, 0.558], [1.206, -3.255, -0.193], [-0.062, -2.532, -0.064], [2.992, -1.439, -1.049], [3.317, -0.725, 0.396], [1.915, -2.251, 1.546], [3.166, -3.136, 0.675], [1.170, -4.282, 0.181], [1.470, -3.304, -1.256], [-0.290, -2.387, 0.920], [-0.824, -3.070, -0.456], [-0.454, 3.163, 0.089], [1.170, 3.901, -1.070], [1.332, 5.252, -1.102], [2.305, 5.806, -1.959], [3.036, 4.991, -2.769], [2.880, 3.584, -2.729], [3.635, 2.753, -3.591], [3.471, 1.401, -3.572], [2.587, 0.819, -2.641], [1.859, 1.564, -1.745], [1.952, 2.986, -1.824], [0.714, 5.900, -0.493], [2.439, 6.879, -1.984], [3.749, 5.414, -3.467], [4.333, 3.218, -4.276], [4.027, 0.768, -4.253], [2.478, -0.262, -2.655]], "de_lowest_ev": 0.000, "e_lumo_ha": -0.099, "e_homo_ha": -0.37443, "mol_weight_da": 1177.25, "charge": 1}



[2]
{"formula": "C5H12O2", "method": "ωB97M-V/def2-TZVPD", "elements": ["C", "C", "C", "O", "C", "C", "O", "H", "H", "H", "H", "H", "H", "H", "H", "H", "H", "H", "H"], "positions_angstrom": [[2.250, 0.180, 1.722], [0.860, 0.472, 1.162], [0.817, 0.343, -0.370], [1.280, -0.951, -0.739], [-0.401, 0.759, -1.135], [-2.529, -0.758, -1.491], [-1.678, -0.388, -0.395], [2.554, -0.835, 1.456], [2.991, 0.870, 1.298], [2.284, 0.285, 2.812], [0.131, -0.227, 1.596], [0.547, 1.488, 1.442], [1.545, 1.072, -0.778], [0.488, -1.467, -0.930], [-0.786, 1.669, -0.629], [-3.312, -1.431, -1.129], [-2.953, 0.128, -1.969], [-1.885, -1.262, -2.209], [-2.205, 0.055, 0.284]], "de_lowest_ev": 4.795, "e_lumo_ha": 0.012, "e_homo_ha": -0.28977, "mol_weight_da": 104.15}



[3]
{"formula": "C3H5N5", "method": "ωB97M-V/def2-TZVPD", "elements": ["N", "C", "N", "N", "C", "C", "N", "N", "H", "H", "H", "H", "H"], "positions_angstrom": [[-2.509, -0.002, 0.198], [-1.168, -0.051, 0.296], [-0.508, -1.049, 0.668], [0.889, -1.291, 0.431], [1.782, -0.496, -0.261], [1.492, 0.776, -0.750], [0.415, 1.373, -0.913], [-0.547, 1.177, 0.106], [-2.904, -0.895, 0.177], [-0.868, -1.713, 1.127], [2.695, -0.923, -0.107], [2.376, 1.155, -1.288], [-1.146, 1.939, 0.316]], "de_lowest_ev": 5.442, "e_lumo_ha": -0.032, "e_homo_ha": -0.33045, "smiles": "N=C1NN=CC=NN1", "mol_weight_da": 111.11}



[4]
{"formula": "C4H16NSi2", "method": "ωB97M-V/def2-TZVPD", "elements": ["C", "C", "C", "N", "C", "Si", "Si", "H", "H", "H", "H", "H", "H", "H", "H", "H", "H", "H", "H", "H", "H", "H", "H"], "positions_angstrom": [[-0.959, -0.627, 2.285], [0.169, -0.227, 1.470], [0.993, 0.898, 1.983], [-0.346, 0.106, 0.102], [0.446, -0.081, -1.199], [0.217, -1.846, -2.046], [-0.025, 1.444, -2.369], [-1.614, 0.209, 2.777], [-1.635, -1.080, 1.585], [-0.684, -1.301, 3.129], [0.892, -0.996, 1.304], [1.957, 0.923, 1.488], [1.084, 0.758, 3.095], [0.450, 1.850, 1.718], [-1.285, -0.295, -0.194], [-0.777, 1.032, 0.141], [1.584, 0.083, -0.749], [-0.723, -1.474, -3.126], [-0.770, -2.639, -1.286], [1.644, -2.227, -2.249], [-0.911, 0.808, -3.322], [-0.578, 2.588, -1.398], [0.871, 2.094, -3.140]], "de_lowest_ev": 1.156, "e_lumo_ha": -0.117, "e_homo_ha": -0.55084, "smiles": "CC(C)[NH2+]C([SiH3])[SiH3]", "mol_weight_da": 134.35, "charge": 1}



Copy entry 4 word for word.
{"formula": "C4H16NSi2", "method": "ωB97M-V/def2-TZVPD", "elements": ["C", "C", "C", "N", "C", "Si", "Si", "H", "H", "H", "H", "H", "H", "H", "H", "H", "H", "H", "H", "H", "H", "H", "H"], "positions_angstrom": [[-0.959, -0.627, 2.285], [0.169, -0.227, 1.470], [0.993, 0.898, 1.983], [-0.346, 0.106, 0.102], [0.446, -0.081, -1.199], [0.217, -1.846, -2.046], [-0.025, 1.444, -2.369], [-1.614, 0.209, 2.777], [-1.635, -1.080, 1.585], [-0.684, -1.301, 3.129], [0.892, -0.996, 1.304], [1.957, 0.923, 1.488], [1.084, 0.758, 3.095], [0.450, 1.850, 1.718], [-1.285, -0.295, -0.194], [-0.777, 1.032, 0.141], [1.584, 0.083, -0.749], [-0.723, -1.474, -3.126], [-0.770, -2.639, -1.286], [1.644, -2.227, -2.249], [-0.911, 0.808, -3.322], [-0.578, 2.588, -1.398], [0.871, 2.094, -3.140]], "de_lowest_ev": 1.156, "e_lumo_ha": -0.117, "e_homo_ha": -0.55084, "smiles": "CC(C)[NH2+]C([SiH3])[SiH3]", "mol_weight_da": 134.35, "charge": 1}